Density functional theory data (wB97M-V/def2-TZVPD) for a 10-piece molecular cluster, C19H40BF4O11 overall in a non-equilibrium geometry.

**Total charge**: -1
**Calculated total energy**: -54416.979 eV
**2S+1**: 1

Each line ends with the Mulliken charge.
Positions of all 75 atoms, in Å:
B: -46.135 -8.767 33.449  0.428
F: -46.110 -7.775 34.495  -0.483
F: -46.958 -9.802 33.886  -0.373
F: -46.684 -8.331 32.267  -0.212
F: -44.861 -9.165 33.338  -0.212
C: -48.975 -6.449 30.862  -1.095
O: -48.158 -7.399 30.288  -0.454
H: -48.870 -5.315 30.523  0.180
H: -48.689 -6.357 31.854  0.346
H: -49.874 -6.670 31.041  0.626
H: -47.745 -7.731 31.003  0.623
C: -48.858 -12.086 32.209  -0.707
O: -48.356 -10.952 31.644  -0.421
H: -49.668 -12.446 31.660  0.388
H: -49.475 -12.047 33.130  0.241
H: -48.043 -12.883 32.432  0.175
H: -48.150 -10.293 32.070  0.202
C: -45.357 -5.759 29.714  -0.227
O: -45.090 -4.782 30.779  -0.516
H: -45.504 -6.744 30.064  -0.252
H: -44.329 -5.957 29.142  0.191
H: -46.204 -5.508 29.247  0.557
H: -45.778 -4.221 30.760  0.275
C: -43.083 -11.101 35.482  -0.363
O: -44.486 -11.408 35.359  -0.579
H: -42.605 -10.907 34.406  0.115
H: -42.429 -11.821 35.903  0.352
H: -42.839 -10.308 36.190  0.077
H: -44.915 -10.543 34.920  0.232
C: -42.535 -8.231 30.878  -0.685
O: -43.266 -7.070 31.446  -0.493
H: -42.200 -8.884 31.515  0.453
H: -41.721 -7.915 30.262  0.349
H: -43.163 -8.949 30.253  0.104
H: -43.780 -7.534 32.158  0.152
C: -50.275 -9.420 34.615  -0.391
O: -50.933 -8.407 35.310  -0.515
H: -50.188 -10.427 35.288  0.196
H: -49.369 -9.164 34.098  0.047
H: -50.798 -9.620 33.664  0.315
H: -51.860 -8.780 35.472  0.331
C: -44.556 -12.623 31.579  -1.219
O: -44.153 -11.282 31.608  -0.284
H: -44.555 -12.912 30.606  0.481
H: -45.570 -12.733 31.691  0.317
H: -44.027 -13.179 32.181  0.474
H: -44.464 -10.937 32.442  0.173
C: -42.762 -6.904 37.764  -0.259
C: -43.741 -6.902 36.793  -0.531
C: -44.484 -5.764 36.552  0.198
C: -44.162 -4.625 37.248  -0.691
C: -43.141 -4.533 38.182  -0.633
C: -42.550 -5.708 38.563  0.747
O: -41.484 -5.811 39.421  -0.530
O: -45.622 -5.736 35.813  -0.490
H: -41.920 -7.658 38.046  0.013
H: -43.673 -7.718 36.273  0.672
H: -44.664 -3.845 37.051  0.665
H: -43.125 -3.665 38.929  0.234
H: -41.129 -6.653 39.180  0.293
H: -45.483 -6.523 35.320  0.520
C: -45.506 -11.870 27.179  -0.670
C: -44.882 -10.991 26.207  -0.616
C: -44.404 -9.773 26.713  0.386
C: -44.822 -9.195 28.005  -0.632
C: -45.521 -9.929 28.875  1.518
C: -45.908 -11.267 28.510  0.129
O: -46.639 -12.095 29.334  -0.527
O: -43.683 -8.936 25.904  -0.479
H: -45.936 -12.839 26.781  0.288
H: -44.506 -11.289 25.217  0.286
H: -44.582 -8.269 28.523  0.131
H: -45.724 -9.476 30.082  -0.377
H: -46.757 -11.723 30.166  0.199
H: -43.377 -9.101 25.135  0.237



Density functional theory data (wB97M-V/def2-TZVPD) for C19H40BNaO13 as an isolated structure in a non-equilibrium geometry.

**Energy above the lowest of the compared OMol25 structures with the same formula, charge and spin**: 0.707 eV
**2S+1**: 1

Each line ends with the Mulliken charge.
Positions of all 74 atoms, in Å:
Na: 0.600 0.032 -0.599  0.792
O: -1.740 -0.210 -0.951  -0.387
C: -2.899 -0.139 -0.627  0.438
O: -3.493 -0.982 0.166  -0.634
B: -4.939 -0.607 0.252  1.052
O: -5.006 0.756 -0.303  -0.486
C: -3.917 0.976 -1.004  0.423
O: -3.722 1.905 -1.732  -0.591
O: -5.354 -0.682 1.695  -0.482
C: -6.273 -1.604 1.850  0.601
O: -6.793 -1.954 2.865  -0.591
C: -6.545 -2.222 0.488  0.613
O: -5.834 -1.542 -0.390  -0.524
O: -7.220 -3.176 0.268  -0.575
C: -2.114 -1.858 3.321  -1.605
C: -0.806 -1.123 3.045  0.688
C: 0.405 -1.829 3.589  -1.262
O: -0.657 -0.887 1.635  -0.087
H: -2.145 -2.092 4.392  0.424
H: -2.122 -2.870 2.912  0.331
H: -2.957 -1.233 3.036  0.483
H: -0.825 -0.152 3.572  0.154
H: 1.331 -1.535 3.083  0.209
H: 0.388 -2.896 3.345  0.397
H: 0.584 -1.611 4.640  0.335
H: -1.497 -0.523 1.334  0.012
C: 0.263 -0.282 -4.987  -1.507
C: -0.336 -0.845 -3.734  1.540
C: -1.338 -1.995 -3.897  -1.484
O: 0.694 -1.156 -2.795  -0.190
H: 0.854 0.623 -4.804  0.325
H: -0.489 0.140 -5.662  0.420
H: 0.941 -0.973 -5.496  0.357
H: -0.941 -0.038 -3.309  -0.651
H: -1.340 -2.508 -2.929  0.339
H: -1.008 -2.725 -4.639  0.397
H: -2.366 -1.668 -4.025  0.361
H: 1.030 -2.039 -2.992  0.198
C: 2.330 2.129 3.889  -1.533
C: 2.842 1.614 2.531  0.553
C: 4.106 0.797 2.688  -1.251
O: 1.811 0.832 1.911  0.653
H: 1.275 2.372 3.753  0.426
H: 2.893 3.014 4.190  0.426
H: 2.451 1.442 4.729  0.331
H: 2.962 2.479 1.872  0.305
H: 3.795 -0.099 3.238  0.262
H: 4.937 1.266 3.207  0.430
H: 4.449 0.413 1.723  0.191
H: 1.191 0.487 2.559  -0.322
C: -0.213 4.543 -0.429  -1.591
C: -0.458 3.091 -0.771  1.228
C: -0.532 2.874 -2.264  -1.234
O: 0.680 2.318 -0.298  -0.247
H: -0.028 4.628 0.650  0.448
H: -1.161 5.101 -0.463  0.450
H: 0.469 5.160 -1.007  0.298
H: -1.369 2.753 -0.270  -0.172
H: -1.185 3.670 -2.658  0.409
H: -1.011 2.021 -2.742  0.078
H: 0.405 3.105 -2.776  0.420
H: 0.875 2.622 0.595  -0.072
C: 3.724 -2.606 -0.587  -1.254
C: 3.920 -1.135 -0.971  0.562
C: 4.153 -0.876 -2.450  -1.193
O: 2.815 -0.353 -0.491  -0.259
H: 4.688 -3.108 -0.540  0.386
H: 3.067 -3.083 -1.319  0.256
H: 3.206 -2.619 0.370  0.299
H: 4.795 -0.832 -0.384  0.285
H: 4.579 0.116 -2.608  0.330
H: 3.281 -0.917 -3.103  0.108
H: 4.866 -1.624 -2.803  0.408
H: 2.977 -0.073 0.417  -0.246